[1]
The following is a DFT calculation (ωB97M-V/def2-TZVPD) of one molecule with the formula C26H31N3O4.

Structure (ORCA input):
```
! RIJCOSX wB97M-V def2-TZVPD def2/J DEFGRID3
* xyz 0 1
C 1.909 5.430 2.850
C 0.854 4.360 2.616
O 1.523 3.125 2.485
C 0.787 2.006 2.249
C -0.589 1.963 2.124
C -1.249 0.769 1.874
C -0.523 -0.399 1.737
N -1.135 -1.631 1.449
C -2.437 -1.968 1.611
O -3.294 -1.278 2.118
C -2.757 -3.327 0.970
N -2.594 -3.179 -0.467
C -3.532 -2.274 -1.083
C -1.448 -3.633 -1.024
O -0.708 -4.380 -0.401
C -1.077 -3.140 -2.420
C -0.479 -1.762 -2.254
C 0.796 -1.658 -1.616
C 1.669 -2.857 -1.411
N 1.317 -0.519 -1.252
C 0.648 0.629 -1.472
C 1.205 1.833 -0.999
C 0.577 3.022 -1.241
C -0.620 3.050 -1.968
C -1.170 1.895 -2.456
C -0.557 0.649 -2.219
C -1.097 -0.595 -2.660
C -2.259 -0.551 -3.611
C 0.868 -0.373 1.849
C 1.532 0.809 2.119
O 2.870 0.952 2.301
C 3.736 -0.146 2.102
C 4.052 -0.377 0.628
H 2.470 5.203 3.752
H 2.601 5.457 2.013
H 1.437 6.403 2.956
H 0.154 4.326 3.464
H 0.283 4.582 1.703
H -1.175 2.863 2.220
H -2.322 0.755 1.796
H -0.509 -2.350 1.110
H -3.786 -3.604 1.205
H -2.074 -4.106 1.316
H -3.724 -2.557 -2.115
H -4.471 -2.327 -0.533
H -3.175 -1.242 -1.045
H -1.942 -3.142 -3.077
H -0.334 -3.833 -2.817
H 1.907 -3.306 -2.375
H 2.594 -2.545 -0.937
H 1.184 -3.615 -0.802
H 2.129 1.787 -0.446
H 1.002 3.945 -0.878
H -1.112 3.996 -2.147
H -2.096 1.943 -3.008
H -2.008 0.118 -4.433
H -3.160 -0.169 -3.134
H -2.479 -1.524 -4.039
H 1.412 -1.295 1.715
H 3.327 -1.053 2.563
H 4.647 0.127 2.644
H 4.676 -1.260 0.519
H 3.135 -0.504 0.053
H 4.589 0.480 0.228
*
```

## Properties
Total energy: -40126.6077 eV
HOMO-LUMO gap: 7.71 eV
Energy relative to the best compared isomer or geometry (same formula, charge and spin): 145.9 kJ/mol

***

[2]
The following is a DFT calculation (ωB97M-V/def2-TZVPD) of a 2-piece molecular cluster, C14H29NO2Si3 overall.

Structure (ORCA input):
```
! RIJCOSX wB97M-V def2-TZVPD def2/J DEFGRID3
* xyz 0 1
C 4.871 -2.020 -3.238
Si 4.937 -2.706 -1.500
C 4.306 -4.465 -1.500
C 6.693 -2.670 -0.878
O 4.017 -1.779 -0.496
Si 2.469 -1.270 -0.273
C 2.401 -0.178 1.234
C 1.336 -2.736 -0.020
C 1.894 -0.299 -1.766
H 3.867 -2.092 -3.660
H 5.548 -2.578 -3.889
H 5.171 -0.970 -3.259
H 4.266 -4.869 -0.486
H 4.965 -5.104 -2.092
H 3.303 -4.531 -1.927
H 6.764 -3.068 0.136
H 7.091 -1.653 -0.869
H 7.329 -3.277 -1.526
H 2.713 -0.720 2.129
H 1.376 0.167 1.389
H 3.044 0.697 1.124
H 1.276 -3.357 -0.916
H 0.326 -2.397 0.222
H 1.685 -3.365 0.802
H 1.840 -0.928 -2.657
H 2.571 0.531 -1.980
H 0.899 0.116 -1.591
N -1.660 0.892 1.084
Si -1.649 2.644 1.038
C -2.813 3.383 2.332
C -3.987 4.028 1.660
O -3.957 5.194 1.326
C -5.198 3.184 1.408
C -5.213 1.814 1.680
C -6.336 1.051 1.397
C -7.457 1.658 0.846
C -7.455 3.024 0.586
C -6.331 3.784 0.858
H -1.000 0.546 0.394
H -2.569 0.536 0.802
H -0.266 3.086 1.306
H -2.053 3.151 -0.296
H -2.253 4.171 2.833
H -3.100 2.637 3.069
H -4.351 1.336 2.124
H -6.329 -0.009 1.607
H -8.339 1.073 0.625
H -8.331 3.496 0.163
H -6.309 4.843 0.643
*
```

## Properties
Total energy: -44211.9388 eV
HOMO-LUMO gap: 9.97 eV
Energy relative to the best compared isomer or geometry (same formula, charge and spin): 0.0 kJ/mol

***

[3]
The following is a DFT calculation (ωB97M-V/def2-TZVPD) of a 8-piece molecular cluster, C33H55ClF9N9O7S overall.

Structure (ORCA input):
```
! RIJCOSX wB97M-V def2-TZVPD def2/J DEFGRID3
* xyz 0 1
F -3.104 -3.085 5.410
C -3.725 -3.713 4.277
F -4.281 -2.776 3.384
F -4.826 -4.449 4.835
C -2.687 -4.753 3.602
F -3.374 -6.019 3.567
F -1.637 -4.941 4.575
C -2.144 -4.322 2.157
F -1.721 -2.948 2.119
F -3.277 -4.427 1.265
C -1.008 -5.270 1.536
F 0.121 -5.476 2.376
F -1.629 -6.570 1.357
C -0.577 -4.794 0.054
C 0.685 -3.802 0.020
C 0.326 -2.268 -0.272
C 1.313 -1.186 0.325
C 1.009 0.307 0.104
Cl 2.157 1.566 0.790
C -0.234 0.836 -0.681
N -0.641 2.194 -0.928
S -2.053 2.022 -1.883
N -2.289 0.326 -2.031
C -1.195 -0.265 -1.296
C -0.906 -1.785 -1.070
H -0.298 -5.768 -0.510
H -1.496 -4.383 -0.511
H 1.346 -3.824 0.950
H 1.356 -4.143 -0.861
H 2.252 -1.481 0.910
H -1.637 -2.550 -1.499
C -0.929 4.471 2.946
N -0.425 5.400 1.955
C -0.121 6.759 2.356
C -0.228 5.034 0.654
O 0.193 5.764 -0.228
H -1.865 4.861 3.356
H -0.192 4.371 3.747
H -1.112 3.490 2.505
H -0.729 7.451 1.768
H 0.934 6.964 2.157
H -0.328 6.900 3.418
H -0.489 3.984 0.457
C -3.074 -1.590 -7.060
N -1.869 -1.040 -6.468
C -1.652 0.392 -6.522
C -0.935 -1.827 -5.861
O 0.095 -1.430 -5.346
H -3.092 -1.340 -8.124
H -3.943 -1.152 -6.567
H -3.106 -2.674 -6.947
H -0.718 0.591 -7.053
H -1.565 0.780 -5.503
H -2.479 0.887 -7.034
H -1.198 -2.897 -5.876
C 5.037 1.241 -4.336
N 4.781 0.584 -3.072
C 5.394 1.114 -1.869
C 3.983 -0.518 -2.977
O 3.728 -1.116 -1.946
H 6.111 1.225 -4.535
H 4.692 2.276 -4.275
H 4.514 0.737 -5.152
H 6.022 0.341 -1.418
H 4.609 1.387 -1.159
H 6.000 1.990 -2.103
H 3.569 -0.836 -3.946
C -8.022 1.903 -7.434
N -7.161 0.848 -6.939
C -6.790 0.844 -5.537
C -6.689 -0.141 -7.751
O -5.964 -1.054 -7.399
H -7.535 2.867 -7.267
H -8.970 1.873 -6.890
H -8.218 1.781 -8.500
H -5.701 0.899 -5.455
H -7.128 -0.089 -5.080
H -7.240 1.691 -5.019
H -7.030 -0.044 -8.794
C 0.695 -5.619 9.012
N 1.097 -4.910 7.814
C 0.079 -4.492 6.871
C 2.404 -4.624 7.546
O 2.807 -4.033 6.561
H 0.180 -6.539 8.725
H 0.017 -4.985 9.590
H 1.560 -5.870 9.627
H 0.282 -4.950 5.901
H 0.120 -3.406 6.760
H -0.912 -4.788 7.217
H 3.094 -4.985 8.325
C 7.437 6.843 -1.031
N 6.842 5.843 -1.893
C 5.538 6.103 -2.473
C 7.468 4.666 -2.176
O 7.023 3.786 -2.891
H 6.777 7.016 -0.177
H 7.558 7.772 -1.594
H 8.413 6.516 -0.668
H 4.842 5.323 -2.154
H 5.619 6.074 -3.563
H 5.165 7.078 -2.158
H 8.450 4.570 -1.686
C 0.625 -0.500 6.711
N -0.032 0.181 5.616
C -1.481 0.183 5.558
C 0.669 0.822 4.636
O 0.180 1.412 3.691
H 0.342 -1.555 6.695
H 0.305 -0.050 7.655
H 1.710 -0.421 6.627
H -1.803 -0.282 4.623
H -1.839 1.216 5.576
H -1.899 -0.365 6.403
H 1.760 0.760 4.776
*
```

## Properties
Total energy: -110665.4606 eV
HOMO-LUMO gap: 7.21 eV

***

[4]
The following is a DFT calculation (ωB97M-V/def2-TZVPD) of C51H71N7O5S3Ti as an isolated structure.

Structure (ORCA input):
```
! RIJCOSX wB97M-V def2-TZVPD def2/J DEFGRID3
* xyz 0 1
Ti -0.063 -0.190 0.186
C 3.689 0.527 6.087
C 4.112 1.539 5.013
C 5.642 1.587 4.974
C 3.592 2.931 5.403
C 3.505 1.170 3.667
C 2.136 1.015 3.555
C 1.556 0.764 2.308
N 0.253 0.627 2.006
C -0.849 0.831 2.755
C -1.014 1.558 3.937
C -2.251 1.615 4.556
C -3.316 0.893 4.000
C -3.226 0.211 2.799
C -1.989 0.232 2.121
O -1.771 -0.269 0.943
C -4.384 -0.556 2.176
C -3.973 -2.031 2.046
C -5.673 -0.471 2.999
C -4.669 0.007 0.776
C -2.402 2.492 5.793
C -3.806 2.419 6.395
C -1.388 2.062 6.862
C -2.125 3.946 5.384
C 2.366 0.586 1.121
O 1.697 0.380 0.031
C 3.768 0.685 1.264
C 4.278 1.006 2.514
C 4.777 0.451 0.145
C 5.747 -0.665 0.571
C 5.554 1.749 -0.121
C 4.123 0.020 -1.165
H 4.132 0.795 7.044
H 4.021 -0.473 5.820
H 2.610 0.508 6.213
H 6.025 1.852 5.957
H 5.993 2.334 4.266
H 6.049 0.615 4.703
H 4.010 3.233 6.361
H 2.508 2.929 5.488
H 3.873 3.668 4.654
H 1.514 1.042 4.433
H -0.182 2.112 4.339
H -4.256 0.887 4.521
H -3.811 -2.471 3.028
H -3.053 -2.121 1.472
H -4.752 -2.594 1.536
H -5.531 -0.875 3.999
H -6.449 -1.057 2.508
H -6.022 0.557 3.072
H -3.813 -0.171 0.130
H -4.861 1.077 0.826
H -5.540 -0.484 0.348
H -4.043 1.404 6.703
H -4.553 2.760 5.683
H -3.862 3.060 7.273
H -1.505 1.006 7.090
H -1.536 2.632 7.776
H -0.369 2.228 6.525
H -2.834 4.264 4.623
H -1.123 4.052 4.978
H -2.218 4.607 6.243
H 5.344 1.115 2.595
H 6.331 -0.386 1.443
H 6.439 -0.889 -0.239
H 5.189 -1.569 0.809
H 6.095 2.083 0.760
H 4.870 2.540 -0.423
H 6.274 1.596 -0.923
H 3.539 -0.888 -1.025
H 4.901 -0.170 -1.903
H 3.466 0.799 -1.544
N 0.697 2.980 0.383
C 0.000 3.409 -0.815
C -1.311 2.639 -0.909
N -1.033 1.225 -1.150
H 0.254 3.361 1.214
H 1.668 3.269 0.376
H 0.615 3.165 -1.686
H -0.212 4.490 -0.850
H -1.933 3.068 -1.707
H -1.844 2.734 0.045
H -0.517 1.124 -2.035
H -1.927 0.744 -1.277
O -0.808 -5.587 -0.351
C 0.145 -5.396 0.576
C 0.700 -6.520 1.182
C 1.697 -6.399 2.130
C 2.161 -5.142 2.500
C 1.615 -4.018 1.921
C 0.602 -4.119 0.959
C 0.067 -2.888 0.394
O 0.527 -1.753 0.815
N -0.853 -2.959 -0.547
N -1.240 -1.766 -1.071
C -2.162 -1.897 -1.968
S -2.823 -3.501 -2.360
C -3.992 -2.880 -3.630
C -4.322 -1.438 -3.329
S -2.722 -0.607 -3.011
H -1.091 -4.708 -0.689
H 0.330 -7.486 0.877
H 2.111 -7.289 2.582
H 2.947 -5.053 3.236
H 1.952 -3.026 2.194
H -4.876 -3.515 -3.598
H -3.504 -2.963 -4.602
H -4.936 -1.333 -2.435
H -4.795 -0.943 -4.175
C 6.120 -2.048 -5.138
C 4.846 -1.696 -4.383
C 3.610 -2.116 -5.182
N 2.381 -1.940 -4.441
C 1.924 -0.775 -3.931
S 0.869 -0.824 -2.631
N 2.262 0.419 -4.500
C 2.524 0.754 -5.832
O 3.199 1.747 -6.062
C 1.897 -0.077 -6.867
C 2.443 -0.050 -8.157
C 1.883 -0.794 -9.173
C 0.753 -1.564 -8.932
C 0.176 -1.560 -7.671
C 0.734 -0.825 -6.645
H 6.997 -1.725 -4.582
H 6.127 -1.558 -6.109
H 6.185 -3.122 -5.293
H 4.804 -0.618 -4.215
H 4.833 -2.191 -3.409
H 3.674 -3.173 -5.442
H 3.567 -1.542 -6.111
H 2.057 -2.739 -3.916
H 2.329 1.201 -3.858
H 3.315 0.561 -8.330
H 2.326 -0.782 -10.158
H 0.321 -2.154 -9.726
H -0.720 -2.138 -7.491
H 0.251 -0.809 -5.680
*
```

## Properties
Total energy: -130334.5171 eV
HOMO-LUMO gap: 5.35 eV
Energy relative to the best compared isomer or geometry (same formula, charge and spin): 223.5 kJ/mol

***

- Which value of total energy does entry 3 give?
  -110665.4606 eV

***

Repeat the second record exactly.
The following is a DFT calculation (ωB97M-V/def2-TZVPD) of a 2-piece molecular cluster, C14H29NO2Si3 overall.

Structure (ORCA input):
```
! RIJCOSX wB97M-V def2-TZVPD def2/J DEFGRID3
* xyz 0 1
C 4.871 -2.020 -3.238
Si 4.937 -2.706 -1.500
C 4.306 -4.465 -1.500
C 6.693 -2.670 -0.878
O 4.017 -1.779 -0.496
Si 2.469 -1.270 -0.273
C 2.401 -0.178 1.234
C 1.336 -2.736 -0.020
C 1.894 -0.299 -1.766
H 3.867 -2.092 -3.660
H 5.548 -2.578 -3.889
H 5.171 -0.970 -3.259
H 4.266 -4.869 -0.486
H 4.965 -5.104 -2.092
H 3.303 -4.531 -1.927
H 6.764 -3.068 0.136
H 7.091 -1.653 -0.869
H 7.329 -3.277 -1.526
H 2.713 -0.720 2.129
H 1.376 0.167 1.389
H 3.044 0.697 1.124
H 1.276 -3.357 -0.916
H 0.326 -2.397 0.222
H 1.685 -3.365 0.802
H 1.840 -0.928 -2.657
H 2.571 0.531 -1.980
H 0.899 0.116 -1.591
N -1.660 0.892 1.084
Si -1.649 2.644 1.038
C -2.813 3.383 2.332
C -3.987 4.028 1.660
O -3.957 5.194 1.326
C -5.198 3.184 1.408
C -5.213 1.814 1.680
C -6.336 1.051 1.397
C -7.457 1.658 0.846
C -7.455 3.024 0.586
C -6.331 3.784 0.858
H -1.000 0.546 0.394
H -2.569 0.536 0.802
H -0.266 3.086 1.306
H -2.053 3.151 -0.296
H -2.253 4.171 2.833
H -3.100 2.637 3.069
H -4.351 1.336 2.124
H -6.329 -0.009 1.607
H -8.339 1.073 0.625
H -8.331 3.496 0.163
H -6.309 4.843 0.643
*
```

## Properties
Total energy: -44211.9388 eV
HOMO-LUMO gap: 9.97 eV
Energy relative to the best compared isomer or geometry (same formula, charge and spin): 0.0 kJ/mol

***

Copy entry 2 word for word.
The following is a DFT calculation (ωB97M-V/def2-TZVPD) of a 2-piece molecular cluster, C14H29NO2Si3 overall.

Structure (ORCA input):
```
! RIJCOSX wB97M-V def2-TZVPD def2/J DEFGRID3
* xyz 0 1
C 4.871 -2.020 -3.238
Si 4.937 -2.706 -1.500
C 4.306 -4.465 -1.500
C 6.693 -2.670 -0.878
O 4.017 -1.779 -0.496
Si 2.469 -1.270 -0.273
C 2.401 -0.178 1.234
C 1.336 -2.736 -0.020
C 1.894 -0.299 -1.766
H 3.867 -2.092 -3.660
H 5.548 -2.578 -3.889
H 5.171 -0.970 -3.259
H 4.266 -4.869 -0.486
H 4.965 -5.104 -2.092
H 3.303 -4.531 -1.927
H 6.764 -3.068 0.136
H 7.091 -1.653 -0.869
H 7.329 -3.277 -1.526
H 2.713 -0.720 2.129
H 1.376 0.167 1.389
H 3.044 0.697 1.124
H 1.276 -3.357 -0.916
H 0.326 -2.397 0.222
H 1.685 -3.365 0.802
H 1.840 -0.928 -2.657
H 2.571 0.531 -1.980
H 0.899 0.116 -1.591
N -1.660 0.892 1.084
Si -1.649 2.644 1.038
C -2.813 3.383 2.332
C -3.987 4.028 1.660
O -3.957 5.194 1.326
C -5.198 3.184 1.408
C -5.213 1.814 1.680
C -6.336 1.051 1.397
C -7.457 1.658 0.846
C -7.455 3.024 0.586
C -6.331 3.784 0.858
H -1.000 0.546 0.394
H -2.569 0.536 0.802
H -0.266 3.086 1.306
H -2.053 3.151 -0.296
H -2.253 4.171 2.833
H -3.100 2.637 3.069
H -4.351 1.336 2.124
H -6.329 -0.009 1.607
H -8.339 1.073 0.625
H -8.331 3.496 0.163
H -6.309 4.843 0.643
*
```

## Properties
Total energy: -44211.9388 eV
HOMO-LUMO gap: 9.97 eV
Energy relative to the best compared isomer or geometry (same formula, charge and spin): 0.0 kJ/mol